The following is a DFT calculation (ωB97M-V/def2-TZVPD) of C9H19N2 as an isolated structure.

Gap between HOMO and LUMO = 10.06 eV
Charge = +1
Largest force on an atom = 6.111 eV Å⁻¹
2S+1 = 1
Energy above the lowest of the compared OMol25 structures with the same formula, charge and spin = 66.4 kcal/mol

```
30
Properties=species:S:1:pos:R:3:forces:R:3
C 2.9652 0.5622 -2.3655 -1.3881 -3.9380 4.4616
C 2.0177 0.4885 -1.3802 2.0064 2.5221 -3.0774
C -2.1067 1.8371 1.2006 1.0887 -1.1713 -0.1625
C -2.7407 0.4754 1.4818 -1.0732 0.9930 -0.6690
C -1.5199 1.7926 -0.2350 0.9746 -0.7321 3.3887
C -2.5638 -0.2340 0.1420 -1.6571 -0.3163 -0.6824
C 3.1129 -1.4463 -0.1978 -0.0641 -3.3075 2.2731
C 0.5144 -1.8526 0.9691 -0.4636 -2.0811 2.4697
C 1.9554 -0.6104 -0.4906 0.0895 -0.3794 0.9423
N 0.8758 -0.7958 0.1522 -1.2599 2.0043 -1.1186
N -1.3496 0.3312 -0.5255 0.3657 0.3830 -1.9037
H 3.0852 1.2802 -3.0606 0.3057 2.3407 -2.0871
H 3.6083 -0.3176 -2.2872 0.2929 0.5571 -1.0216
H 1.4191 1.3747 -1.2685 -0.8313 -0.1359 0.2922
H -2.7979 2.5921 1.4407 -0.6218 1.3268 -0.2702
H -1.2309 1.9762 1.8128 0.0485 0.0704 0.7030
H -2.2624 0.0748 2.3550 -0.0155 -0.8251 0.2104
H -3.8450 0.6383 1.6567 1.2446 -0.5955 0.0634
H -2.1471 2.2609 -0.8639 -2.1537 1.2393 -2.7321
H -0.6588 2.4134 -0.0737 1.0970 -0.3549 -1.0372
H -2.6340 -1.3280 0.2169 0.5260 0.3173 -0.3549
H -3.4215 0.1261 -0.4924 0.6495 -0.6392 0.5125
H 3.3030 -1.2960 0.9311 -0.1538 -0.4627 -1.6216
H 4.0545 -1.3279 -0.6750 0.4380 0.5587 -0.6297
H 2.8176 -2.5755 -0.3439 0.5854 2.0398 0.4285
H 1.3188 -2.3008 1.5919 -0.2207 0.0647 -0.7388
H -0.2274 -1.5477 1.7559 0.3793 0.0264 -0.9364
H 0.0269 -2.6192 0.3365 0.2825 0.0073 0.4913
H -0.2635 -0.1384 -0.1696 0.0417 0.1721 0.0820
H -1.3056 0.1663 -1.6138 -0.5132 0.3159 2.7245
```
Positions in Å, forces in eV/Å.

Atom charges from the Mulliken analysis, given in e for atoms 1 to 2:
1. C -0.986
2. C -0.111

The following is a DFT calculation (ωB97M-V/def2-TZVPD) of a 4-piece molecular cluster, C46H97N6OS overall.

Gap between HOMO and LUMO = 3.09 eV
Charge = +1
Largest force on an atom = 9.994 eV Å⁻¹
2S+1 = 1

```
151
Properties=species:S:1:pos:R:3:forces:R:3
C 7.8849 2.9828 0.7182 -6.0096 -7.6779 -2.1945
C 6.9223 1.9562 0.4808 7.1684 6.5349 0.2488
C 5.9554 0.7372 -0.1338 2.0266 1.2576 1.5354
S 4.4111 0.7617 0.9908 0.3228 0.4969 0.1482
C 6.7307 -0.6584 0.2042 -1.6366 -1.4127 2.3784
N 7.4000 -1.3421 -0.9634 1.8203 4.8833 -2.4753
C 7.7797 -0.2594 -1.9465 -0.6540 -0.9270 0.1928
N 9.1154 -0.1660 -2.3564 -0.3059 0.0587 -0.2968
N 6.8160 0.7157 -2.5766 1.5587 -3.1118 6.3521
O 6.5262 0.4175 -3.8528 1.1488 -2.1483 -2.5915
C 5.5820 0.9656 -1.7306 -1.9617 2.2737 0.9190
C 4.2412 0.1418 -2.2169 -0.7450 -1.1863 0.0111
C 4.3432 -1.4942 -2.0431 0.5415 0.1023 -1.0583
C 3.0799 -2.1468 -2.8619 -0.4294 0.2613 0.2584
C 2.4578 -3.5143 -2.2010 -0.5521 0.4735 -0.6153
C 1.2495 -4.0101 -3.2446 0.6438 0.6093 -0.2151
C -0.1783 -3.2387 -2.9968 -0.3038 -0.6691 -0.5303
C -1.1525 -3.9531 -1.8724 -0.9963 0.9432 0.0722
C -0.7273 -3.6416 -0.3155 0.0676 -0.5162 -0.0338
C -0.6769 -2.0429 0.0724 -0.1038 -0.0526 0.4089
C -2.1558 -1.3611 0.2950 0.4285 0.7153 0.9298
C -1.9307 0.2706 0.5085 -0.7906 -0.0859 0.8489
C -1.0796 0.6045 1.8963 -0.0866 0.9343 -0.4496
C 5.3128 2.6142 -1.8497 -0.1080 1.1025 -0.6145
C 4.4341 3.0456 -3.1610 0.5658 0.0826 -0.5135
C 2.8165 3.1478 -2.9201 -0.2012 0.1149 -1.2425
C 2.1059 2.6089 -4.3312 0.5427 -0.2111 0.2443
C 2.2902 4.6853 -2.6769 1.4493 0.3596 0.7065
C 0.9167 4.7989 -1.7859 -0.3066 -0.4569 -1.8818
C -0.0568 3.4813 -1.8393 -1.1529 -0.0620 -0.6161
C -1.4749 3.4947 -2.2895 0.6735 0.6326 0.3780
C -2.7060 3.4559 -1.1673 0.6968 -2.3280 -0.4586
C -1.9289 3.5343 -3.8854 -0.5703 1.2259 1.1237
H 8.8511 3.6677 0.8409 -2.8576 -1.8023 -0.0438
H 4.6961 1.5675 2.1379 0.3814 -0.8717 -1.8260
H 7.5399 -0.5588 1.0704 -1.7786 0.2346 -1.9284
H 5.9169 -1.4184 0.6324 1.7598 1.7277 -1.0033
H 8.2689 -1.8405 -0.6564 -0.8439 0.6907 -0.4342
H 9.5779 -0.8572 -2.9963 -0.5670 0.8710 1.4232
H 9.6476 0.7035 -2.0516 -1.2819 -1.4068 -1.1954
H 6.7995 -0.5510 -4.0201 -0.9783 2.0287 0.1332
H 3.2507 0.4617 -1.6332 2.5030 -0.3366 -1.0470
H 3.9690 0.3137 -3.3667 0.9853 -0.0848 2.6256
H 4.4347 -1.8558 -0.9250 -0.5039 0.8080 -2.2133
H 5.3400 -1.8500 -2.5817 -2.0034 0.5788 1.1613
H 3.3613 -2.2962 -4.0107 -0.4532 0.1917 2.5503
H 2.1946 -1.3484 -2.8650 1.8353 -1.6345 0.0389
H 3.2599 -4.3752 -2.0785 -1.5786 1.9094 -0.1833
H 1.9967 -3.1969 -1.1485 1.0912 -0.9128 -2.2274
H 1.1598 -5.1920 -3.2579 -0.0456 2.5561 0.1490
H 1.6321 -3.6672 -4.3202 -0.8378 -0.9503 2.1921
H 0.0035 -2.0806 -2.7847 -0.3861 -2.5838 -0.2649
H -0.7710 -3.2845 -4.0194 1.1985 0.1086 2.0498
H -2.2365 -3.4765 -2.0179 2.2658 -0.9886 0.2389
H -1.3115 -5.1174 -2.0810 0.7017 2.5516 0.4893
H 0.3124 -4.1600 -0.1297 -1.9251 1.1495 -0.2296
H -1.4901 -4.1864 0.4220 1.5658 1.2380 -1.6355
H -0.1082 -1.3747 -0.7182 -1.0673 -1.5326 1.3817
H -0.0563 -1.9281 1.0838 -1.4308 -0.3153 -2.1634
H -2.9326 -1.5802 -0.5527 1.7061 0.4421 1.3796
H -2.6545 -1.7496 1.3039 1.1547 0.6392 -2.1214
H -3.0008 0.7671 0.6779 2.2700 -0.9851 -0.5421
H -1.4350 0.7937 -0.4261 -0.8927 -1.1933 1.8717
H -0.0206 0.0957 1.9155 -2.2078 0.8501 0.0683
H -0.8791 1.7747 1.9229 -0.4315 -2.4054 -0.0680
H -1.7153 0.3653 2.8665 1.4206 0.2130 -2.1089
H 4.7639 3.0509 -0.9062 1.0657 -1.2172 -1.6464
H 6.3422 3.2148 -1.9339 -2.1003 -1.7785 0.3570
H 4.6675 2.2676 -4.0324 -0.5451 1.7550 1.8098
H 4.8705 4.0848 -3.5356 -1.0674 -2.1109 0.7840
H 2.5453 2.4915 -1.9904 0.3682 1.1730 -1.8263
H 2.6880 1.6676 -4.7257 -1.1691 1.6614 0.7677
H 0.9827 2.3025 -4.1833 2.1490 0.8913 -0.3521
H 2.2498 3.4492 -5.1640 -0.5351 -1.8002 1.8722
H 2.2391 5.2536 -3.7182 -0.1072 -1.3106 2.1851
H 3.1552 5.2323 -2.0635 -1.7701 -0.9899 -1.2786
H 0.2713 5.7145 -2.1781 1.4000 -1.8856 0.9334
H 1.1996 5.0071 -0.6580 -0.7606 -0.6518 -2.2713
H 0.3956 2.4220 -1.5356 -1.3420 2.6200 1.0029
H -2.2775 3.6566 -0.0843 -0.9182 -0.3515 -2.4355
H -3.1280 2.3454 -1.1939 0.3459 2.3812 0.3128
H -3.5798 4.2054 -1.4282 2.0454 -1.4871 0.3079
H -1.2791 4.2723 -4.5204 -0.9818 -1.6850 1.0807
H -1.8912 2.4158 -4.2571 0.2463 2.3201 0.7043
H -3.0488 3.8818 -3.9939 2.1693 -0.6402 0.2767
C -5.8032 4.5696 2.4552 0.0195 -0.0624 0.1376
C -6.6249 3.9023 1.3573 0.2582 -0.1299 0.0078
N -6.1046 2.5989 0.9311 0.1342 -0.1256 -0.3374
C -6.7300 2.1007 -0.2988 0.1704 0.2320 -0.0045
C -8.2193 1.7711 -0.2485 -0.2208 -0.2202 -0.1884
C -5.9187 1.5987 1.9840 0.2675 0.2650 0.1003
C -7.1391 1.2049 2.8088 -0.1710 -0.3021 0.2026
H -4.7548 4.6787 2.1582 -0.1252 -0.0911 0.0147
H -6.2003 5.5704 2.6599 0.0287 -0.1756 -0.0619
H -5.8435 4.0090 3.3946 0.0437 0.0657 -0.1001
H -6.6135 4.5839 0.4969 -0.0545 -0.3229 -0.0665
H -7.6657 3.8324 1.6877 -0.1928 0.0809 0.0716
H -6.1856 1.2157 -0.6503 0.0549 0.0566 0.2295
H -6.5763 2.8512 -1.0848 0.0436 0.0769 0.1993
H -8.4057 0.8321 0.2760 -0.0581 0.1214 0.0258
H -8.6016 1.6458 -1.2682 0.0485 0.0214 0.1173
H -8.8072 2.5613 0.2218 0.0476 -0.0347 0.0219
H -5.1472 1.9641 2.6727 -0.0941 0.1265 -0.1111
H -5.4778 0.6903 1.5518 -0.1280 0.2137 -0.2002
H -7.7420 2.0662 3.1082 0.0747 -0.0217 -0.0581
H -6.8156 0.7012 3.7262 -0.0343 0.0559 -0.0729
H -7.7785 0.5016 2.2713 -0.0625 0.1392 0.0689
C 8.3102 -5.7624 -0.5648 -0.1000 -0.0033 0.1549
C 9.7581 -5.9173 -0.1116 -0.0584 0.1985 -0.0372
N 10.3499 -4.6878 0.4261 0.1523 0.3602 -0.2230
C 11.8044 -4.7729 0.5971 0.0482 -0.0201 -0.2402
C 12.3364 -5.7741 1.6188 0.2762 -0.0108 0.2014
C 9.6298 -4.0499 1.5298 -0.0993 -0.0184 -0.2049
C 9.3955 -4.8737 2.7913 -0.0817 0.0266 0.3972
H 8.2068 -4.9592 -1.3020 0.0449 -0.0323 0.0768
H 7.9653 -6.6926 -1.0308 0.0896 0.1650 0.0871
H 7.6386 -5.5546 0.2744 0.0411 -0.0056 -0.1043
H 10.3329 -6.2276 -0.9939 0.1597 0.1617 0.2669
H 9.8176 -6.7409 0.6064 -0.0366 -0.1613 0.0303
H 12.2003 -3.7791 0.8395 -0.2401 -0.0306 0.0267
H 12.2462 -5.0174 -0.3774 -0.2359 -0.0226 0.0268
H 12.1953 -5.4186 2.6412 -0.0255 -0.1242 -0.0696
H 13.4151 -5.9060 1.4753 -0.1588 0.0218 0.0060
H 11.8749 -6.7582 1.5200 -0.0047 0.0612 0.0067
H 8.6540 -3.7164 1.1562 -0.0532 -0.1573 -0.1059
H 10.1388 -3.1171 1.8079 0.1919 -0.2140 -0.1635
H 9.0723 -5.8951 2.5742 0.0490 0.0994 -0.0275
H 8.6096 -4.4064 3.3945 0.0714 -0.0579 -0.0519
H 10.2899 -4.9162 3.4163 -0.1163 -0.1115 -0.0936
C -14.4929 1.3784 3.6701 -0.0033 0.0688 -0.1342
C -13.2534 1.0606 4.4998 -0.0030 -0.1974 -0.2254
N -12.2334 0.2920 3.7786 0.1927 -0.2795 0.0843
C -11.1841 -0.2408 4.6544 -0.2960 -0.1187 0.0105
C -10.2829 0.7642 5.3664 0.3439 0.0059 0.1323
C -11.7597 0.8658 2.5177 -0.3735 -0.1082 -0.1022
C -11.1420 2.2591 2.5626 0.2595 0.2698 -0.1451
H -14.9462 0.4674 3.2652 0.1358 0.1059 0.0303
H -15.2417 1.8762 4.2968 0.1551 -0.0795 -0.0669
H -14.2672 2.0549 2.8397 -0.0460 -0.0977 0.0656
H -13.5936 0.4716 5.3615 0.3199 -0.0381 -0.1031
H -12.8467 1.9944 4.8997 -0.0112 0.1902 0.1157
H -10.5548 -0.9362 4.0856 -0.1439 0.1478 -0.1343
H -11.6654 -0.8641 5.4190 -0.1325 0.1342 -0.1234
H -9.5503 1.2006 4.6849 -0.0835 0.0610 0.0728
H -9.7176 0.2549 6.1555 -0.0710 0.0516 -0.0832
H -10.8469 1.5689 5.8415 0.0020 -0.0235 -0.0520
H -12.6005 0.8899 1.8138 -0.0149 -0.0105 0.2007
H -11.0429 0.1778 2.0493 -0.0879 -0.0404 0.3104
H -11.7111 2.9531 3.1867 0.0227 -0.0835 -0.0199
H -11.1133 2.6810 1.5521 -0.0180 -0.0339 0.0803
H -10.1114 2.2313 2.9224 -0.1131 0.0875 0.0606
```
Positions in Å, forces in eV/Å.

Atom charges from the Mulliken analysis, given in e for atoms 1 to 2:
1. C -0.936
2. C -0.345